A molecular structure, C17H57AsF6N13O10, computed with ωB97M-V/def2-TZVPD.

Calculated values
Orbital gap (alpha / beta) in eV: 8.2 / 2.5
<S²>: 0.762
Lowest unoccupied orbital energy (alpha / beta) in eV: -0.48 / -6.12
Total charge: 0
E_tot in Eh: -4981.062658
Multiplicity: 2

Last column: Mulliken charge in e.
Atoms and positions in Å:
As  0.29  -0.90  0.03  2.0178
F  1.04  -1.89  -1.31  -0.4556
F  -1.37  -1.43  -0.51  -0.5141
F  -0.42  0.14  1.35  -0.4818
F  1.94  -0.41  0.55  -0.4480
F  0.09  0.49  -1.07  -0.3866
F  0.31  -2.40  0.99  -0.5891
C  2.00  -6.09  0.88  0.7936
O  1.76  -7.26  0.90  -0.2535
N  3.18  -5.54  1.05  -0.4196
N  1.09  -5.24  0.70  0.0546
H  3.51  -4.78  0.47  0.2679
H  3.87  -6.28  1.10  0.2870
H  0.16  -5.59  0.52  0.3165
H  1.29  -4.32  1.06  0.1025
C  -2.68  -5.28  0.40  0.5730
O  -1.53  -5.76  0.37  -0.8839
N  -2.85  -3.99  0.49  0.3092
N  -3.75  -5.97  0.22  -0.3829
H  -2.05  -3.37  0.51  -0.4594
H  -3.75  -3.52  0.55  0.3844
H  -3.62  -6.96  0.30  0.2730
H  -4.51  -5.46  -0.22  0.1710
C  -4.76  -0.97  1.51  0.5882
O  -4.89  -1.87  0.68  -0.7263
N  -5.66  -0.68  2.29  -0.3675
N  -3.84  -0.03  1.44  -0.1798
H  -6.54  -1.03  1.93  0.2807
H  -5.44  0.19  2.74  0.1672
H  -3.79  0.72  2.11  0.2186
H  -3.15  -0.27  0.74  -0.0926
C  -3.83  -2.46  -3.10  0.5633
O  -4.64  -2.45  -4.05  -0.7655
N  -2.71  -1.87  -3.11  -0.2192
N  -3.99  -3.08  -2.02  -0.0274
H  -2.01  -2.11  -2.43  0.0899
H  -2.44  -1.17  -3.79  0.1951
H  -3.57  -2.76  -1.16  -0.1560
H  -4.82  -3.64  -1.85  0.2324
C  -0.91  -4.29  4.82  0.6198
O  0.26  -4.36  4.58  -0.6561
N  -1.33  -4.74  5.97  -0.3657
N  -1.76  -3.82  3.93  -0.2477
H  -2.32  -4.91  6.05  0.1424
H  -0.73  -4.93  6.76  0.2370
H  -1.44  -3.51  3.02  0.0409
H  -2.72  -4.12  4.03  0.2060
C  2.63  6.07  -3.84  -1.4889
C  1.90  4.77  -3.98  0.8374
C  1.88  4.07  -2.53  -1.1548
O  1.65  2.63  -2.70  -0.0973
C  2.81  1.75  -2.75  -0.7218
N  0.57  5.10  -4.45  -0.7357
H  2.02  6.59  -3.10  0.3485
H  2.79  6.60  -4.78  0.3626
H  3.61  5.92  -3.39  0.3520
H  2.31  4.06  -4.70  0.2637
H  1.00  4.38  -1.97  0.4248
H  2.77  4.20  -1.91  0.4939
H  2.73  0.96  -2.00  -0.0275
H  3.76  2.28  -2.79  0.3860
H  2.55  1.32  -3.72  0.3655
H  0.02  4.29  -4.19  0.2727
H  0.50  5.03  -5.46  0.2771
C  -2.31  2.48  -0.78  -1.0194
C  -2.72  3.34  -2.01  0.1608
C  -3.20  4.81  -1.69  -0.8016
O  -4.21  4.81  -0.62  -0.2827
C  -4.60  6.13  -0.29  -0.8532
N  -1.57  3.41  -2.82  -0.5472
H  -1.67  2.97  -0.05  0.3304
H  -1.91  1.51  -1.08  0.0395
H  -3.15  2.21  -0.13  0.4571
H  -3.59  2.91  -2.49  0.2849
H  -3.59  5.03  -2.68  0.3683
H  -2.38  5.51  -1.53  0.3985
H  -3.83  6.86  -0.07  0.3198
H  -5.45  6.15  0.39  0.2942
H  -5.15  6.54  -1.14  0.3393
H  -1.22  2.48  -2.62  0.2656
H  -0.87  4.04  -2.45  0.1217
C  5.57  -0.72  4.28  -1.5782
C  5.92  0.53  3.44  0.3812
C  5.21  0.49  2.04  -0.7511
O  5.62  1.77  1.68  -0.3801
C  5.13  2.19  0.40  -0.8002
N  5.45  1.73  4.16  -0.5780
H  5.82  -1.67  3.80  0.3679
H  4.49  -0.76  4.38  0.4284
H  6.36  -0.72  5.03  0.4096
H  7.00  0.60  3.30  0.3028
H  4.15  0.52  2.28  0.2436
H  5.43  -0.36  1.40  0.4690
H  4.09  2.51  0.44  0.2613
H  5.19  1.40  -0.35  0.3795
H  5.56  3.04  -0.11  0.3615
H  5.32  1.42  5.12  0.2676
H  4.59  2.05  3.74  0.2496
O  1.37  -4.13  -2.49  -0.6880
H  1.49  -3.27  -2.11  0.4403
H  1.14  -4.70  -1.75  0.2837
O  1.37  2.63  0.60  -0.6571
H  1.14  2.52  -0.32  0.2328
H  1.50  1.74  0.92  0.2660

A molecular structure, C17H5Cl4N2O9STaTe, computed with ωB97M-V/def2-TZVPD.

Calculated values
Orbital gap in eV: 7.6
Relative energy (zero: lowest compared OMol25 entry of this formula, charge and spin) in kJ/mol: 0.0
Lowest unoccupied orbital energy in eV: -1.53
Total charge: 0
E_tot in Eh: -4001.472044

Last column: natural (NBO) charge in e.
Atoms and positions in Å:
Ta  0.29  0.57  0.73  2.2375
O  0.09  -0.47  4.44  -0.5105
C  0.10  -0.84  3.30  0.7870
O  0.88  -0.28  2.35  -0.7659
C  -0.71  -1.98  2.78  -0.2443
C  -0.90  -3.10  3.56  -0.0986
C  -1.61  -4.17  3.04  -0.0086
C  -2.12  -4.15  1.76  -0.1297
C  -1.91  -3.03  0.99  -0.0376
C  -1.25  -1.90  1.48  0.4375
O  -1.14  -0.77  0.80  -0.7604
N  -2.44  -3.04  -0.39  0.5326
O  -1.79  -2.47  -1.24  -0.3453
O  -3.47  -3.66  -0.57  -0.3603
N  -1.81  -5.37  3.87  0.5351
O  -2.40  -6.30  3.36  -0.3627
O  -1.34  -5.36  4.99  -0.3621
H  -0.51  -3.14  4.57  0.2737
H  -2.66  -4.99  1.36  0.2837
Cl  5.15  2.06  -3.80  0.0665
C  3.63  1.70  -3.08  -0.0836
C  2.48  1.62  -3.86  -0.0863
Cl  2.58  1.87  -5.56  0.0656
C  1.25  1.32  -3.28  -0.0832
Cl  -0.19  1.18  -4.20  0.0686
C  1.18  1.17  -1.91  0.2117
O  0.09  0.82  -1.20  -0.7230
C  2.34  1.23  -1.13  0.2808
O  2.12  0.95  0.17  -0.7403
C  3.57  1.49  -1.70  -0.1142
Cl  4.96  1.54  -0.69  0.0684
Te  -0.68  2.83  1.83  0.2174
C  -0.46  3.76  -0.04  -0.5193
C  -1.34  3.77  -1.08  -0.2680
C  -0.82  4.43  -2.23  -0.2505
C  0.44  4.90  -2.03  -0.4163
S  1.03  4.51  -0.48  0.4834
H  -2.32  3.32  -1.03  0.2372
H  -1.37  4.55  -3.15  0.2362
H  1.06  5.44  -2.73  0.2477